[1]
Computed, not measured: C22H27N3O3 in the gas phase, with ωB97M-V/def2-TZVPD.

Summary:
Energy in a.u.: -1244.58121
Lowest unoccupied orbital energy in eV: 0.76
Total charge: 0
Gap between HOMO and LUMO in eV: 8.8
ΔE to the lowest compared entry with this formula, charge and spin in kcal per mole: 33.9

Positions of all 55 atoms, in Å:
C (-1.967, -2.690, -1.972)
C (-2.178, -1.704, -0.821)
C (-1.040, -1.717, 0.160)
C (-0.579, -2.925, 0.670)
C (0.478, -2.968, 1.556)
C (1.084, -1.794, 1.963)
C (0.638, -0.567, 1.496)
C (1.289, 0.687, 2.005)
C (-0.424, -0.539, 0.584)
N (-0.872, 0.733, 0.108)
C (-0.308, 1.329, -0.962)
O (-0.480, 2.505, -1.233)
C (0.524, 0.443, -1.900)
N (1.738, -0.069, -1.330)
C (2.045, -1.413, -1.272)
O (1.366, -2.325, -1.685)
N (3.281, -1.501, -0.675)
C (3.763, -0.241, -0.388)
C (4.938, 0.193, 0.192)
C (5.113, 1.564, 0.327)
C (4.149, 2.464, -0.107)
C (2.965, 2.034, -0.688)
C (2.782, 0.671, -0.817)
C (-1.780, 1.534, 0.940)
C (-2.255, 0.771, 2.168)
C (-2.999, 1.999, 0.127)
O (-3.811, 0.898, -0.208)
C (-4.893, 1.253, -1.025)
H (-2.637, -2.455, -2.796)
H (-2.167, -3.711, -1.658)
H (-0.939, -2.647, -2.325)
H (-3.102, -1.954, -0.292)
H (-2.306, -0.696, -1.215)
H (-1.049, -3.843, 0.358)
H (0.832, -3.916, 1.931)
H (1.913, -1.821, 2.657)
H (1.114, 1.535, 1.349)
H (2.363, 0.545, 2.103)
H (0.898, 0.936, 2.993)
H (0.755, 1.060, -2.777)
H (-0.065, -0.424, -2.211)
H (3.749, -2.373, -0.501)
H (5.691, -0.505, 0.524)
H (6.021, 1.936, 0.776)
H (4.324, 3.522, 0.010)
H (2.214, 2.733, -1.021)
H (-1.243, 2.445, 1.241)
H (-2.903, 1.417, 2.754)
H (-1.426, 0.453, 2.793)
H (-2.823, -0.101, 1.859)
H (-3.570, 2.716, 0.739)
H (-2.666, 2.520, -0.779)
H (-5.439, 0.335, -1.237)
H (-5.558, 1.965, -0.520)
H (-4.552, 1.702, -1.966)

These are the Löwdin partial charges, in e, on atoms 1 to 8: -0.087 -0.185 -0.160 -0.032 -0.064 -0.046 -0.211 -0.013

---

[2]
Computed, not measured: a molecular structure, C34H63Cl2N5O8PSSbSi3Ti at a distorted geometry, with ωB97M-V/def2-TZVPD.

Summary:
Energy in a.u.: -5827.49049
Lowest unoccupied orbital energy in eV: -0.38
Total charge: 0
Gap between HOMO and LUMO in eV: 7.9
ΔE to the lowest compared entry with this formula, charge and spin in kcal per mole: 6.3

Positions of all 119 atoms, in Å:
Ti (-0.360, 0.060, -0.097)
C (1.925, -4.361, 0.791)
Sb (0.885, -2.961, -0.483)
C (1.026, -1.224, 0.823)
C (0.503, -1.184, 2.206)
C (0.864, -1.944, 3.315)
C (0.279, -1.653, 4.535)
C (-0.652, -0.624, 4.629)
C (-0.953, 0.096, 3.486)
N (-0.369, -0.173, 2.322)
Si (2.803, -0.516, 0.881)
C (3.827, -1.333, 2.241)
C (2.684, 1.274, 1.412)
C (3.785, -0.767, -0.690)
C (-1.232, -3.694, -0.379)
C (-2.281, -2.633, -0.180)
C (-3.600, -2.902, -0.561)
C (-4.639, -2.075, -0.190)
C (-4.366, -0.977, 0.609)
C (-3.045, -0.717, 0.891)
N (-2.016, -1.471, 0.464)
Si (-1.605, -4.960, 1.021)
C (-0.665, -6.577, 0.832)
C (-3.423, -5.442, 1.118)
C (-1.291, -4.248, 2.723)
Si (-1.398, -4.602, -2.085)
C (0.210, -5.501, -2.474)
C (-2.703, -5.965, -2.180)
C (-1.820, -3.393, -3.449)
H (2.872, -3.882, 1.036)
H (2.143, -5.262, 0.219)
H (1.408, -4.626, 1.710)
H (1.590, -2.738, 3.214)
H (0.543, -2.229, 5.413)
H (-1.122, -0.368, 5.568)
H (-1.632, 0.942, 3.512)
H (3.436, -1.139, 3.240)
H (4.822, -0.881, 2.189)
H (3.960, -2.410, 2.128)
H (2.244, 1.310, 2.412)
H (2.089, 1.917, 0.759)
H (3.689, 1.701, 1.482)
H (3.734, -1.793, -1.063)
H (3.481, -0.108, -1.500)
H (4.834, -0.562, -0.455)
H (-3.810, -3.795, -1.128)
H (-5.651, -2.302, -0.499)
H (-5.136, -0.310, 0.968)
H (-2.778, 0.156, 1.469)
H (-1.090, -7.204, 0.047)
H (-0.772, -7.122, 1.774)
H (0.399, -6.471, 0.638)
H (-3.880, -5.771, 0.188)
H (-4.027, -4.634, 1.534)
H (-3.472, -6.279, 1.822)
H (-0.248, -4.276, 3.031)
H (-1.864, -4.840, 3.443)
H (-1.634, -3.214, 2.798)
H (0.598, -6.068, -1.625)
H (0.994, -4.833, -2.832)
H (0.005, -6.220, -3.272)
H (-2.588, -6.771, -1.456)
H (-2.576, -6.402, -3.175)
H (-3.731, -5.605, -2.129)
H (-0.954, -3.190, -4.082)
H (-2.171, -2.431, -3.080)
H (-2.601, -3.816, -4.085)
O (-0.758, -0.368, -3.964)
C (-0.314, -0.340, -2.857)
O (-0.921, -0.747, -1.744)
C (1.058, 0.265, -2.491)
O (1.999, 0.331, -3.226)
O (1.005, 0.689, -1.232)
C (1.382, 2.504, 4.791)
S (0.112, 3.139, 3.681)
C (0.708, 4.835, 3.676)
O (-1.152, 3.141, 4.474)
H (1.335, 3.054, 5.731)
H (2.362, 2.599, 4.325)
H (1.156, 1.452, 4.964)
H (1.703, 4.870, 3.230)
H (0.718, 5.203, 4.701)
H (0.013, 5.419, 3.076)
C (1.567, 6.436, -0.236)
N (1.068, 5.922, -1.500)
C (1.060, 6.898, -2.570)
P (1.094, 4.275, -1.766)
O (1.081, 3.575, -0.464)
N (-0.158, 4.103, -2.841)
C (-1.428, 4.785, -2.661)
C (-0.266, 2.961, -3.739)
N (2.394, 3.762, -2.658)
C (3.469, 2.997, -2.047)
C (2.699, 4.276, -3.977)
H (0.961, 7.292, 0.076)
H (2.609, 6.770, -0.311)
H (1.498, 5.656, 0.519)
H (0.481, 7.775, -2.263)
H (0.594, 6.482, -3.461)
H (2.070, 7.238, -2.831)
H (-1.326, 5.610, -1.961)
H (-2.192, 4.093, -2.293)
H (-1.776, 5.176, -3.623)
H (0.659, 2.392, -3.759)
H (-0.486, 3.301, -4.756)
H (-1.080, 2.299, -3.426)
H (3.128, 2.585, -1.101)
H (4.356, 3.619, -1.872)
H (3.747, 2.170, -2.705)
H (1.823, 4.747, -4.418)
H (3.006, 3.455, -4.634)
H (3.514, 5.010, -3.951)
Cl (-3.908, 2.892, 1.808)
C (-2.854, 3.420, 0.468)
Cl (-1.676, 4.605, 1.013)
C (-2.215, 2.156, -0.109)
O (-2.684, 1.667, -1.118)
O (-1.226, 1.672, 0.574)
H (-3.487, 3.877, -0.283)

These are the Löwdin partial charges, in e, on atoms 1 to 8: 1.111 -0.301 1.491 -0.533 -0.407 -0.062 -0.050 -0.052

---

[3]
Computed, not measured: a molecular structure, C53H50N3O5P2RuS2 at a distorted geometry, with ωB97M-V/def2-TZVPD.

Summary:
<S²>: 8.7601
2S+1: 6
Energy in a.u.: -4163.97531
Lowest unoccupied orbital energy (spin up / spin down) in eV: 0.08 / -1.23
Total charge: 0
Gap between HOMO and LUMO (spin up / spin down) in eV: 7.5 / 6.2
ΔE to the lowest compared entry with this formula, charge and spin in kcal per mole: 22.1

Positions of all 116 atoms, in Å:
Ru (1.427, 0.403, -1.049)
O (-2.695, -2.491, -1.166)
S (-1.979, -1.416, -0.427)
C (-3.383, -0.487, 0.335)
C (-4.258, -1.281, 1.076)
C (-5.386, -0.747, 1.665)
C (-5.637, 0.610, 1.530)
C (-4.800, 1.393, 0.756)
C (-3.678, 0.859, 0.103)
P (-2.774, 1.938, -1.122)
C (-3.884, 1.721, -2.564)
C (-4.743, 0.627, -2.676)
C (-5.493, 0.435, -3.827)
C (-5.411, 1.335, -4.877)
C (-4.546, 2.416, -4.784)
C (-3.776, 2.597, -3.647)
C (-3.229, 3.612, -0.476)
C (-2.685, 3.947, 0.762)
C (-2.923, 5.179, 1.348)
C (-3.724, 6.110, 0.700)
C (-4.293, 5.782, -0.519)
C (-4.050, 4.545, -1.106)
C (-1.348, -2.251, 1.068)
C (-1.756, -3.563, 1.253)
C (-1.206, -4.351, 2.249)
C (-0.205, -3.828, 3.045)
C (0.240, -2.530, 2.842)
C (-0.301, -1.712, 1.851)
P (0.382, -0.015, 1.523)
C (-0.672, 0.961, 2.670)
C (-0.183, 2.217, 3.046)
C (-0.915, 3.037, 3.886)
C (-2.154, 2.622, 4.356)
C (-2.638, 1.373, 4.000)
C (-1.901, 0.545, 3.164)
C (1.927, 0.006, 2.539)
C (1.901, -0.021, 3.936)
C (3.080, -0.046, 4.659)
C (4.306, -0.035, 4.005)
C (4.347, 0.011, 2.622)
C (3.164, 0.038, 1.894)
H (-4.052, -2.337, 1.173)
H (-6.065, -1.383, 2.219)
H (-6.505, 1.059, 1.999)
H (-5.040, 2.438, 0.632)
H (-4.813, -0.098, -1.877)
H (-6.139, -0.431, -3.906)
H (-5.999, 1.183, -5.774)
H (-4.444, 3.106, -5.612)
H (-3.044, 3.394, -3.616)
H (-2.092, 3.205, 1.284)
H (-2.481, 5.414, 2.308)
H (-3.907, 7.079, 1.146)
H (-4.941, 6.489, -1.022)
H (-4.535, 4.311, -2.041)
H (-2.528, -3.950, 0.597)
H (-1.554, -5.365, 2.403)
H (0.260, -4.435, 3.812)
H (1.056, -2.171, 3.448)
H (0.791, 2.535, 2.691)
H (-0.518, 3.999, 4.182)
H (-2.735, 3.269, 5.001)
H (-3.589, 1.032, 4.386)
H (-2.284, -0.434, 2.918)
H (0.952, -0.005, 4.459)
H (3.045, -0.077, 5.741)
H (5.226, -0.049, 4.575)
H (5.296, 0.032, 2.101)
H (3.194, 0.127, 0.816)
C (5.467, -1.438, -2.766)
C (6.165, -0.283, -3.084)
C (5.665, 0.937, -2.673)
C (4.479, 0.990, -1.940)
N (3.841, -0.138, -1.600)
C (4.313, -1.309, -2.018)
C (3.873, 2.248, -1.449)
C (4.469, 3.487, -1.690)
C (3.918, 4.648, -1.179)
C (2.760, 4.583, -0.418)
C (2.149, 3.356, -0.208)
C (2.678, 2.176, -0.722)
H (5.809, -2.416, -3.075)
H (7.087, -0.331, -3.649)
H (6.199, 1.841, -2.922)
H (3.744, -2.181, -1.732)
H (5.366, 3.560, -2.291)
H (4.391, 5.602, -1.373)
H (2.323, 5.483, -0.003)
H (1.227, 3.332, 0.367)
C (2.171, -6.150, -1.986)
C (1.204, -5.486, -1.008)
N (1.712, -4.242, -0.433)
C (2.514, -4.340, 0.780)
C (4.022, -4.283, 0.543)
C (1.415, -3.036, -0.977)
C (0.661, -3.006, -2.274)
N (1.764, -1.906, -0.444)
H (1.727, -7.057, -2.398)
H (3.100, -6.427, -1.486)
H (2.415, -5.479, -2.810)
H (1.003, -6.171, -0.183)
H (0.253, -5.292, -1.498)
H (2.256, -5.278, 1.271)
H (2.230, -3.545, 1.467)
H (4.369, -5.136, -0.040)
H (4.538, -4.295, 1.505)
H (4.306, -3.370, 0.016)
H (-0.392, -3.258, -2.127)
H (1.084, -3.702, -2.997)
H (0.705, -2.002, -2.687)
H (2.306, -1.984, 0.409)
O (1.699, 0.055, -3.352)
S (0.397, 0.767, -3.461)
O (-0.091, 0.844, -4.806)
O (-0.542, 0.046, -2.511)
O (0.545, 2.102, -2.778)

These are the Löwdin partial charges, in e, on atoms 1 to 8: 1.420 -0.488 0.952 -0.355 -0.091 -0.067 -0.067 -0.074